An isolated molecule of HI2OP at a distorted geometry. Source: the Open Molecules 2025 dataset; level of theory: ωB97M-V/def2-TZVPD.

Atoms and positions in Å:
O  -1.742  -0.649  -1.278
P  1.195  1.570  1.302
I  3.428  0.568  0.766
I  -0.434  -0.132  0.443
H  -2.448  -1.356  -1.233

HOMO level (spin up / spin down) ... -8.81 / -9.03 eV
Net charge ... 0
F_max ... 1.7 eV/Å
Energy relative to the best compared isomer or geometry (same formula, charge and spin) ... 90.2 kcal per mole

A structure of composition C44H51ClN8ORhS2 at a distorted geometry. Source: the Open Molecules 2025 dataset; level of theory: ωB97M-V/def2-TZVPD.

Atoms and positions in Å:
Rh  -9.820  -17.590  -8.721
S  -7.776  -16.742  -7.368
C  -6.576  -16.406  -8.369
N  -5.515  -15.644  -8.121
C  -4.465  -15.616  -9.150
C  -4.267  -17.084  -9.610
N  -5.520  -17.511  -10.213
C  -5.525  -18.361  -11.420
C  -5.529  -19.899  -11.065
C  -5.871  -20.854  -12.075
C  -6.145  -22.194  -11.758
C  -5.886  -22.619  -10.444
C  -5.645  -21.659  -9.457
C  -5.380  -20.323  -9.747
C  -6.644  -17.153  -9.663
S  -8.151  -17.410  -10.433
C  -5.428  -14.887  -6.824
C  -6.187  -13.566  -6.833
C  -7.425  -13.432  -6.206
C  -8.122  -12.251  -6.333
C  -7.533  -11.193  -7.055
C  -6.303  -11.339  -7.676
C  -5.571  -12.474  -7.484
H  -3.523  -15.173  -8.803
H  -4.866  -15.030  -9.959
H  -4.053  -17.829  -8.883
H  -3.476  -17.224  -10.360
H  -4.585  -18.173  -11.958
H  -6.319  -18.057  -12.071
H  -6.102  -20.577  -13.095
H  -6.391  -22.878  -12.577
H  -6.117  -23.548  -10.109
H  -5.461  -21.981  -8.420
H  -5.061  -19.652  -8.918
H  -4.343  -14.809  -6.682
H  -5.816  -15.580  -6.062
H  -7.676  -14.260  -5.607
H  -9.162  -12.263  -6.019
H  -8.092  -10.281  -7.105
H  -5.842  -10.599  -8.302
H  -4.546  -12.709  -7.913
C  -10.448  -21.867  -6.120
C  -9.198  -21.223  -6.079
C  -9.088  -19.996  -6.675
N  -10.061  -19.416  -7.414
C  -11.279  -20.028  -7.411
C  -11.489  -21.231  -6.711
H  -10.553  -22.802  -5.612
H  -8.284  -21.479  -5.561
H  -8.051  -19.526  -6.589
H  -12.048  -19.556  -8.006
H  -12.465  -21.630  -6.870
C  -15.851  -15.097  -13.593
C  -16.339  -16.355  -12.806
C  -16.658  -17.436  -13.992
C  -17.656  -15.888  -12.130
C  -15.285  -16.956  -11.930
O  -14.988  -16.053  -10.774
C  -15.620  -18.339  -11.336
C  -15.298  -19.566  -12.193
C  -14.450  -20.606  -11.480
C  -14.556  -20.861  -10.206
C  -13.765  -21.747  -9.520
C  -12.790  -22.546  -10.384
Cl  -11.859  -23.627  -9.547
C  -12.648  -22.241  -11.749
C  -13.497  -21.221  -12.248
C  -13.828  -16.897  -12.625
N  -12.867  -17.619  -11.824
C  -12.321  -17.256  -10.659
N  -11.374  -18.095  -10.350
C  -11.412  -19.012  -11.377
N  -12.254  -18.698  -12.305
H  -16.558  -14.817  -14.378
H  -14.877  -15.334  -14.075
H  -15.796  -14.142  -13.035
H  -17.468  -17.110  -14.624
H  -16.854  -18.451  -13.727
H  -15.769  -17.355  -14.707
H  -18.411  -15.734  -12.900
H  -17.504  -14.936  -11.627
H  -18.047  -16.594  -11.341
H  -15.647  -15.352  -10.690
H  -16.680  -18.513  -11.017
H  -15.072  -18.400  -10.380
H  -14.780  -19.255  -13.117
H  -16.226  -20.043  -12.619
H  -15.186  -20.298  -9.512
H  -13.971  -22.085  -8.484
H  -11.930  -22.927  -12.278
H  -13.348  -21.099  -13.395
H  -13.627  -15.819  -12.740
H  -13.710  -17.331  -13.602
H  -12.577  -16.388  -10.072
H  -10.687  -19.852  -11.391
N  -10.853  -16.539  -5.823
C  -11.032  -15.502  -6.699
C  -11.590  -14.323  -6.112
C  -11.869  -13.290  -6.942
C  -11.533  -13.402  -8.311
C  -10.942  -14.577  -8.774
N  -10.672  -15.657  -7.990
H  -10.834  -16.439  -4.836
H  -10.284  -17.328  -6.158
H  -11.784  -14.340  -5.059
H  -12.376  -12.416  -6.600
H  -11.710  -12.625  -9.036
H  -10.939  -14.606  -9.800

Expectation value of S² ... 6.017
HOMO level (spin up / spin down) ... -14.39 / -14.37 eV
Net charge ... +3
F_max ... 6.0 eV/Å
Multiplicity ... 5

A structure of composition C10H17GaNO at a distorted geometry. Source: the Open Molecules 2025 dataset; level of theory: ωB97M-V/def2-TZVPD.

Atoms and positions in Å:
C  -1.854  -0.249  -1.806
C  -2.456  -0.838  -0.656
C  -1.664  -1.948  -0.241
C  -0.532  -2.038  -1.123
C  -0.651  -0.973  -2.102
Ga  0.236  -0.134  0.004
N  0.531  1.756  -0.241
C  0.041  2.275  1.017
C  -0.756  1.032  1.456
H  -1.921  -2.676  0.524
H  -3.402  -0.532  -0.213
H  0.138  -2.896  -1.215
H  -0.064  -0.901  -3.020
H  -2.276  0.548  -2.415
H  -1.804  1.061  1.143
H  -0.537  3.205  0.891
H  1.242  2.325  -0.705
H  -0.667  0.770  2.507
H  0.826  2.489  1.763
C  3.025  -1.366  2.478
C  2.657  -0.518  1.266
C  3.826  -0.252  0.335
O  1.604  -1.176  0.571
H  3.354  -2.358  2.143
H  2.151  -1.490  3.128
H  3.826  -0.923  3.082
H  2.264  0.456  1.619
H  4.176  -1.190  -0.117
H  3.529  0.424  -0.473
H  4.662  0.211  0.867

HOMO level ... -3.81 eV
Net charge ... -1
F_max ... 2.2 eV/Å
Energy relative to the best compared isomer or geometry (same formula, charge and spin) ... 0.0 kcal per mole

The ion C6H12NO with charge +1 at a distorted geometry. Source: the Open Molecules 2025 dataset; level of theory: ωB97M-V/def2-TZVPD.

Atoms and positions in Å:
C  2.027  1.266  -0.351
N  1.440  0.213  0.150
C  2.222  -0.883  0.726
C  0.096  -0.087  0.291
C  -0.472  -0.795  1.473
C  -0.770  0.331  -0.686
O  -2.061  -0.063  -0.748
C  -2.943  0.448  -1.714
H  1.502  2.219  -0.503
H  3.076  1.274  -0.494
H  3.253  -0.590  0.737
H  1.997  -1.900  0.375
H  1.938  -0.795  1.766
H  -1.433  -0.396  1.682
H  0.098  -0.763  2.387
H  -0.546  -1.928  1.231
H  -0.461  0.703  -1.637
H  -3.830  1.159  -1.277
H  -3.497  -0.409  -2.273
H  -2.461  1.004  -2.589

HOMO level ... -13.02 eV
SMILES ... C=[N+](C)/C(C)=C/OC
Net charge ... +1
F_max ... 4.1 eV/Å
Energy relative to the best compared isomer or geometry (same formula, charge and spin) ... 51.9 kcal per mole

An isolated molecule of C5H8. Source: the Open Molecules 2025 dataset; level of theory: ωB97M-V/def2-TZVPD.

Atoms and positions in Å:
C  -1.589  -1.736  0.867
C  -0.229  -1.250  0.660
C  0.633  -0.421  0.507
C  1.025  0.960  0.207
C  0.978  1.220  -1.300
H  -1.709  -2.813  0.982
H  -1.980  -1.221  1.752
H  -2.182  -1.395  0.010
H  0.224  1.533  0.692
H  1.966  1.283  0.659
H  1.845  0.786  -1.806
H  0.938  2.294  -1.501
H  0.080  0.762  -1.730

HOMO level ... -9.28 eV
SMILES ... CC#CCC
Net charge ... 0
F_max ... 0.7 eV/Å
Energy relative to the best compared isomer or geometry (same formula, charge and spin) ... 39.3 kcal per mole

A cluster of 2 separate species, CH3FOS in total at a distorted geometry. Source: the Open Molecules 2025 dataset; level of theory: ωB97M-V/def2-TZVPD.

Atoms and positions in Å:
C  0.715  0.098  0.105
O  -1.137  -1.776  -0.500
F  -2.016  1.652  -0.114
S  -0.869  -0.854  0.504
H  0.700  1.077  0.681
H  1.026  0.321  -0.923
H  1.581  -0.518  0.247

HOMO level (spin up / spin down) ... -10.11 / -10.06 eV
Net charge ... 0
F_max ... 6.0 eV/Å
Energy relative to the best compared isomer or geometry (same formula, charge and spin) ... 97.4 kcal per mole